[1]
The following is a quantum chemistry calculation of a structure of composition C42H57Cl2F6InN5O4S2Se2Si2Te, from the OMol25 dataset.

Computed properties:
spin multiplicity	1
ΔE to the lowest compared entry with this formula, charge and spin	0.0	kJ/mol
orbital gap	6.020	eV
E_LUMO	1.96	eV
charge	-1

Each line ends with the Mulliken charge.
Geometry (Å):
In1 0.910 -0.455 0.089  0.82
C1 -2.434 4.094 -1.171  -0.49
Se1 -2.094 2.427 -2.113  0.15
C2 -1.481 3.284 -3.748  -0.85
C3 -1.133 2.266 -4.823  -0.92
Se2 -0.075 0.751 -4.195  -0.08
C4 1.396 1.770 -3.430  0.06
H1 -1.568 4.747 -1.272  0.45
H2 -2.558 3.836 -0.119  -0.43
H3 -3.330 4.591 -1.539  0.47
H4 -0.611 3.893 -3.498  0.38
H5 -2.275 3.948 -4.095  0.52
H6 -0.578 2.749 -5.628  0.40
H7 -2.035 1.823 -5.244  0.38
H8 1.955 2.280 -4.211  0.58
H9 2.034 1.061 -2.902  -0.42
H10 1.009 2.477 -2.699  -0.07
F1 4.774 -0.418 3.495  -0.26
C5 3.895 -0.492 2.498  0.76
F2 4.542 -0.763 1.376  -0.17
F3 3.274 0.671 2.397  -0.22
S1 2.701 -1.857 2.896  1.09
O1 1.759 -1.985 1.785  -0.80
O2 3.545 -2.983 3.154  -0.70
N1 2.024 -1.344 4.218  -0.80
S2 0.797 -0.336 4.229  1.11
O3 0.386 0.132 2.924  0.00
O4 0.929 0.619 5.287  -0.73
C6 -0.548 -1.451 4.787  0.53
F4 -0.315 -1.885 6.023  -0.24
F5 -1.702 -0.781 4.783  -0.21
F6 -0.661 -2.505 3.988  -0.24
C7 0.504 -5.615 -0.114  -0.84
C8 0.072 -6.162 -1.449  1.37
C9 -0.536 -7.414 -1.517  -0.71
C10 -0.899 -7.996 -2.721  -0.71
C11 -0.647 -7.321 -3.908  -0.58
C12 -0.070 -6.065 -3.867  -0.82
C13 0.280 -5.478 -2.652  0.01
N2 0.885 -4.204 -2.679  0.46
C14 0.550 -3.132 -1.872  -0.52
N3 -0.726 -3.202 -1.403  0.31
C15 -1.416 -2.522 -0.371  0.20
C16 -0.943 -1.399 0.312  -1.07
C17 -1.774 -0.875 1.312  1.27
C18 -3.008 -1.413 1.624  -0.59
C19 -3.455 -2.516 0.916  -1.13
C20 -2.681 -3.081 -0.082  1.77
C21 -3.208 -4.269 -0.848  -1.56
N4 1.353 -2.152 -1.637  0.85
C22 2.586 -2.175 -2.367  -1.12
C23 2.589 -1.635 -3.649  -0.34
C24 3.760 -1.552 -4.385  -0.92
C25 4.942 -2.033 -3.841  -0.94
C26 4.921 -2.622 -2.585  -0.92
C27 3.752 -2.723 -1.836  1.90
C28 3.747 -3.474 -0.537  -1.08
H11 0.822 -6.430 0.535  0.60
H12 -0.306 -5.085 0.393  0.08
H13 1.333 -4.915 -0.205  -0.20
H14 -0.700 -7.953 -0.591  0.44
H15 -1.363 -8.973 -2.733  0.40
H16 -0.911 -7.763 -4.859  0.38
H17 0.114 -5.513 -4.781  0.47
H18 1.594 -4.018 -3.373  0.35
H19 -1.228 -3.989 -1.777  -0.09
H20 -1.428 -0.016 1.875  -1.22
H21 -3.608 -0.984 2.417  0.65
H22 -4.420 -2.957 1.140  0.29
H23 -4.206 -4.526 -0.498  0.41
H24 -2.584 -5.160 -0.729  0.23
H25 -3.285 -4.063 -1.921  0.34
H26 1.658 -1.271 -4.068  0.62
H27 3.745 -1.101 -5.369  0.44
H28 5.872 -1.952 -4.387  0.39
H29 5.837 -3.017 -2.161  0.45
H30 4.704 -3.389 -0.027  0.53
H31 3.566 -4.539 -0.721  0.38
H32 2.967 -3.123 0.135  -0.53
Cl1 0.372 2.428 0.563  0.52
C29 2.004 2.770 -0.012  0.73
C30 2.397 4.095 0.037  -0.94
C31 3.644 4.475 -0.429  -0.80
C32 4.469 3.482 -0.957  -0.43
C33 4.061 2.171 -0.993  0.56
Cl2 5.137 0.989 -1.701  -0.25
C34 2.800 1.685 -0.499  -1.33
N5 2.519 0.393 -0.595  0.24
H33 1.709 4.831 0.434  0.43
H34 3.964 5.506 -0.389  0.36
H35 5.446 3.729 -1.352  0.43
C35 -7.169 2.405 2.448  -1.11
Si1 -5.429 2.813 1.896  0.24
C36 -5.394 4.578 1.291  -0.92
C37 -4.964 1.649 0.522  -0.27
C38 -4.286 2.661 3.361  -1.00
Te1 -2.223 2.569 2.830  -0.43
C39 -1.720 4.608 3.215  -0.79
Si2 -0.392 4.680 4.540  0.28
C40 -0.987 3.794 6.073  -0.93
C41 -0.062 6.474 4.959  -1.12
C42 1.154 3.891 3.885  -0.17
H36 -7.882 2.607 1.645  0.30
H37 -7.466 2.997 3.317  0.31
H38 -7.258 1.350 2.715  0.29
H39 -5.824 4.648 0.290  0.33
H40 -4.373 4.965 1.243  0.22
H41 -5.969 5.229 1.954  0.34
H42 -5.418 1.960 -0.421  0.42
H43 -5.292 0.628 0.738  0.25
H44 -3.883 1.609 0.369  -0.39
H45 -4.506 1.770 3.952  0.58
H46 -4.383 3.513 4.038  0.50
H47 -2.640 5.111 3.519  0.51
H48 -1.390 5.037 2.268  0.43
H49 -2.078 3.743 6.107  0.31
H50 -0.639 4.298 6.978  0.34
H51 -0.613 2.767 6.090  0.17
H52 -0.977 6.988 5.263  0.31
H53 0.360 7.011 4.107  0.29
H54 0.651 6.545 5.784  0.31
H55 0.993 2.832 3.659  -0.27
H56 1.952 3.942 4.630  0.41
H57 1.507 4.376 2.972  0.03

Forces on the atoms, in the same order (eV/Å):
-0.10 -0.58 -0.49
-0.01 -0.04 0.04
-0.17 -0.05 0.11
0.08 -0.02 -0.07
-0.03 0.04 0.01
0.08 0.07 0.02
-0.03 -0.05 -0.04
0.01 -0.01 0.01
-0.01 0.01 -0.01
0.01 0.00 -0.01
0.00 0.00 0.01
0.05 0.02 -0.07
-0.05 0.02 -0.03
0.00 0.00 0.00
-0.01 0.01 -0.01
-0.01 -0.01 -0.05
-0.01 -0.02 0.02
0.14 0.04 0.13
-0.10 -0.36 -0.09
0.06 -0.03 -0.07
-0.13 0.24 -0.01
-0.25 -0.10 0.06
0.57 0.19 -0.04
-0.14 0.04 0.01
-0.10 0.24 0.00
0.42 0.07 -0.28
0.30 0.00 0.47
-0.04 -0.10 -0.07
-0.01 0.04 -0.01
0.00 -0.03 0.15
-0.14 0.02 0.01
-0.06 -0.11 -0.15
-0.01 -0.03 0.01
0.03 -0.08 0.10
0.00 -0.02 0.00
0.02 0.04 0.00
0.01 0.01 0.03
-0.04 -0.03 -0.03
0.00 0.10 -0.11
0.09 0.04 -0.05
-0.16 0.12 0.12
0.03 0.03 0.12
-0.05 -0.05 -0.12
-0.53 -0.08 0.30
-0.09 0.15 -0.07
0.05 0.00 -0.03
0.00 -0.05 -0.02
0.04 0.02 -0.01
-0.02 -0.01 0.04
0.01 -0.17 -0.12
-0.14 0.11 0.12
0.07 0.08 -0.07
0.00 -0.06 0.04
-0.05 0.00 0.02
0.03 -0.01 -0.01
0.05 -0.08 0.02
-0.07 0.05 0.03
-0.01 -0.01 0.01
0.01 0.00 -0.01
-0.01 -0.01 -0.01
-0.01 -0.01 0.01
0.00 -0.01 0.00
0.00 -0.01 -0.01
-0.02 0.01 0.00
0.05 -0.04 0.09
-0.02 0.03 0.02
-0.13 -0.19 -0.14
-0.02 0.03 0.01
-0.01 0.00 0.00
0.01 0.01 0.00
0.01 0.00 0.00
-0.01 0.00 -0.01
0.03 0.04 0.06
0.01 0.00 -0.01
0.01 0.00 0.00
0.01 0.00 -0.01
0.04 0.03 0.04
0.02 0.00 -0.01
0.05 0.03 0.00
0.24 -0.04 -0.01
-0.12 0.07 0.13
-0.04 -0.03 -0.04
0.03 -0.07 -0.02
0.03 0.06 -0.02
0.06 -0.02 -0.01
-0.04 0.04 0.02
0.09 -0.21 -0.04
0.24 0.66 0.11
-0.01 0.00 0.02
0.01 0.01 -0.01
0.01 0.00 0.01
-0.20 0.01 0.03
-0.03 0.02 -0.02
0.08 0.19 -0.06
0.12 -0.20 -0.08
-0.16 -0.01 0.25
0.17 -0.27 -0.08
0.00 0.09 -0.03
-0.02 -0.03 -0.01
-0.06 -0.14 0.08
0.03 0.18 0.01
0.13 -0.12 -0.07
-0.04 -0.02 0.01
-0.01 0.01 -0.01
0.00 -0.01 0.00
-0.02 0.04 0.00
0.00 -0.02 -0.02
0.01 0.02 0.00
-0.03 -0.03 -0.01
0.00 0.02 -0.02
-0.03 0.02 -0.04
0.06 0.00 0.00
-0.07 -0.01 0.01
-0.01 0.00 0.01
-0.02 0.08 0.01
-0.01 0.03 0.04
0.00 0.00 0.02
-0.02 0.03 -0.02
0.00 0.00 0.01
-0.01 0.02 0.00
0.01 0.02 0.00
0.01 0.05 0.01
0.02 -0.01 -0.01
0.03 0.01 0.00


[2]
The following is a quantum chemistry calculation of a structure of composition C42H57CuN2O11S3SbSi in a non-equilibrium geometry, from the OMol25 dataset.

Computed properties:
spin multiplicity	2
orbital gap (spin up / spin down)	4.758 / 5.409	eV
expectation value of S²	0.75
E_LUMO (spin up / spin down)	3.00 / 3.00	eV
charge	-2

Each line ends with the Mulliken spin population.
Geometry (Å):
Cu1 1.676 -2.926 2.988  0.00
C1 -2.902 -3.727 5.704  0.00
C2 -2.010 -2.974 6.648  0.00
N1 -0.940 -2.225 5.915  0.00
C3 -0.961 -0.745 5.872  0.00
C4 -2.135 -0.062 5.102  0.00
C5 0.207 -2.870 5.528  0.00
S1 1.571 -1.971 4.930  0.00
N2 0.181 -4.162 5.642  0.00
C6 0.757 -4.918 4.728  0.00
O1 1.389 -4.665 3.694  0.00
C7 0.526 -6.386 5.017  0.00
C8 -0.674 -6.943 5.555  0.00
C9 -0.756 -8.318 5.777  0.00
C10 0.129 -9.176 5.082  0.00
C11 1.292 -8.632 4.513  0.00
C12 1.520 -7.247 4.525  0.00
H1 -2.734 -3.401 4.671  0.00
H2 -3.928 -3.523 6.021  0.00
H3 -2.687 -4.809 5.760  0.00
H4 -1.502 -3.543 7.483  0.00
H5 -2.563 -2.204 7.230  0.00
H6 -0.040 -0.453 5.351  0.00
H7 -0.908 -0.394 6.883  0.00
H8 -1.814 0.934 4.813  0.00
H9 -3.035 0.064 5.684  0.00
H10 -2.450 -0.661 4.201  0.00
H11 -1.586 -6.329 5.786  0.00
H12 -1.457 -8.727 6.445  0.00
H13 -0.056 -10.215 5.086  0.00
H14 1.975 -9.271 3.871  0.00
H15 2.420 -6.775 4.160  0.00
O2 -0.062 2.476 0.511  0.00
O3 -1.851 5.759 -4.234  0.00
C13 -0.871 -4.216 0.791  0.00
C14 -0.191 -4.512 -0.552  0.00
C15 -0.859 -4.515 -1.887  0.00
C16 0.545 -5.824 -0.444  0.00
O4 0.769 -3.366 -0.716  0.00
Si1 2.261 -2.978 -0.114  0.00
O5 2.142 -2.227 1.342  0.00
O6 2.933 -1.989 -1.221  0.00
C17 3.063 -0.489 -1.375  0.00
C18 4.369 -0.023 -0.801  0.00
C19 1.901 0.086 -0.565  0.00
C20 2.907 -0.298 -2.900  0.00
O7 3.264 -4.259 -0.042  0.00
C21 4.642 -4.417 -0.086  0.00
C22 4.764 -5.940 0.126  0.00
C23 5.124 -3.984 -1.467  0.00
C24 5.235 -3.559 1.036  0.00
H16 -1.739 -4.867 0.919  0.00
H17 -1.361 -3.208 0.719  0.00
H18 -0.209 -4.376 1.615  0.00
H19 -1.687 -5.256 -2.060  0.00
H20 -0.050 -4.738 -2.618  0.00
H21 -1.278 -3.482 -2.018  0.00
H22 -0.110 -6.702 -0.286  0.00
H23 1.236 -5.801 0.430  0.00
H24 1.225 -6.091 -1.270  0.00
H25 4.189 -0.010 0.303  0.00
H26 4.661 0.992 -1.179  0.00
H27 5.236 -0.711 -0.993  0.00
H28 2.127 -0.085 0.483  0.00
H29 0.973 -0.296 -0.941  0.00
H30 1.816 1.212 -0.567  0.00
H31 3.466 -0.985 -3.539  0.00
H32 3.231 0.721 -3.208  0.00
H33 1.806 -0.431 -3.129  0.00
H34 4.754 -6.516 -0.796  0.00
H35 3.974 -6.313 0.858  0.00
H36 5.717 -6.153 0.660  0.00
H37 4.708 -4.671 -2.178  0.00
H38 6.255 -4.067 -1.583  0.00
H39 4.805 -2.926 -1.662  0.00
H40 5.140 -4.058 2.020  0.00
H41 4.760 -2.654 1.229  0.00
H42 6.278 -3.285 0.799  0.00
S2 -1.288 1.785 0.139  0.00
Sb1 -1.487 5.947 -2.325  -0.02
C25 0.374 6.895 -2.682  0.00
C26 1.053 5.977 -3.524  0.00
C27 2.236 6.470 -4.180  0.00
C28 2.765 7.772 -4.009  0.00
C29 1.975 8.650 -3.208  0.00
C30 0.771 8.229 -2.575  0.00
C31 -2.378 7.989 -2.142  0.00
C32 -3.240 8.046 -1.085  0.00
C33 -4.099 9.126 -0.881  -0.01
C34 -4.042 10.205 -1.764  0.00
C35 -3.265 10.066 -2.937  0.00
C36 -2.541 8.876 -3.184  0.00
C37 -2.979 5.501 -5.097  -0.01
C38 -4.176 6.141 -4.928  0.04
C39 -5.148 5.806 -5.831  -0.01
C40 -4.882 4.852 -6.851  -0.01
C41 -3.636 4.223 -7.002  0.02
C42 -2.654 4.696 -6.155  0.02
H43 0.551 5.054 -3.837  0.00
H44 2.738 5.665 -4.733  0.00
H45 3.770 8.136 -4.351  0.00
H46 2.349 9.588 -2.969  0.00
H47 0.242 8.924 -1.963  0.00
H48 -3.308 7.137 -0.532  0.02
H49 -4.792 9.155 -0.025  0.00
H50 -4.578 11.150 -1.460  0.00
H51 -3.340 10.737 -3.818  0.00
H52 -2.014 8.755 -4.139  0.00
H53 -4.359 6.892 -4.177  0.00
H54 -6.196 6.051 -5.660  0.00
H55 -5.676 4.917 -7.701  0.00
H56 -3.222 3.510 -7.769  0.00
H57 -1.676 4.426 -6.214  0.00
O8 -6.388 5.429 -2.973  0.11
S3 -5.179 4.650 -2.831  0.50
O9 -4.077 5.281 -2.088  0.18
O10 -1.365 0.359 0.216  0.00
O11 -5.350 3.210 -2.831  0.16

Forces on the atoms, in the same order (eV/Å):
0.45 0.82 -1.05
-0.23 -0.83 0.26
1.80 1.56 1.07
0.26 0.55 0.26
-0.50 -0.34 -1.03
0.10 -1.40 -0.34
0.05 2.86 -0.36
-0.33 0.40 1.32
-0.59 -1.34 0.05
-0.38 -1.84 0.87
-0.39 -1.13 0.18
-0.55 -0.96 -0.68
0.32 0.79 0.33
1.49 0.17 -1.81
0.76 1.95 0.95
0.23 -0.45 -1.36
-0.96 -0.48 0.77
-0.17 -0.03 0.32
-0.16 -0.33 -0.40
-0.33 0.58 -0.15
-0.57 -0.03 -1.24
0.10 -0.22 -0.66
-0.32 -0.17 0.39
-0.02 0.46 0.70
0.05 0.04 -0.24
-0.31 -0.07 0.45
0.62 0.68 0.69
1.52 -0.42 0.13
-1.32 -0.44 0.29
0.00 -1.04 0.02
-0.76 0.66 1.17
0.04 -0.24 -0.30
-1.32 -0.87 -0.31
-1.16 -0.07 -1.90
-2.39 0.58 -1.90
2.48 0.76 0.73
-1.65 0.85 -0.85
1.64 -1.20 1.26
-0.30 -1.62 -0.20
-0.88 1.89 2.75
0.39 -0.77 -2.21
0.78 2.05 -0.81
-1.20 -2.15 -0.66
1.16 -0.04 0.78
0.97 2.21 -0.21
-1.10 0.83 0.04
-1.75 -0.43 -0.60
-0.51 0.01 0.25
1.01 -0.31 2.00
1.77 0.78 0.13
1.73 -1.74 0.39
0.01 -0.45 0.08
0.97 -0.57 0.44
0.50 0.35 0.40
0.73 0.52 0.53
-0.72 0.46 0.32
0.33 -0.91 -0.42
-0.10 0.56 -0.09
-0.51 -0.01 -0.34
-0.46 0.49 -0.09
0.63 0.21 -0.73
-0.42 -0.74 0.44
-0.88 0.49 -0.02
-0.63 -0.73 0.07
-0.53 -0.48 0.27
0.37 -0.89 -0.65
0.08 -0.24 0.49
-0.41 -0.40 0.27
1.24 0.19 0.02
-0.22 0.05 -0.09
0.77 0.66 -1.16
-0.22 -0.05 -0.51
-0.44 -0.11 -0.62
-1.20 0.12 0.32
0.31 -1.18 0.06
0.39 -0.09 -0.50
-1.37 1.64 -0.36
-0.08 -0.45 0.36
1.00 0.76 0.26
-1.37 1.29 1.06
-0.09 -0.97 -1.64
1.43 3.28 -0.56
-0.18 -1.39 0.33
-1.20 -0.08 1.17
-0.63 -2.65 -0.11
2.11 -0.80 -0.91
-0.19 -2.37 -0.98
-0.94 0.58 0.58
0.18 0.28 0.39
0.14 0.60 0.11
-0.55 -0.54 -0.94
0.54 1.77 0.22
3.28 1.37 2.10
-0.29 0.28 0.03
-0.45 -1.64 -1.26
-1.73 0.90 -1.89
0.54 0.72 -0.70
-2.38 -0.21 0.70
0.75 0.04 0.32
0.24 0.77 -0.20
-1.21 -0.71 0.03
0.56 1.84 0.15
-0.43 0.36 0.27
-0.28 -0.16 0.98
0.43 -0.06 -0.46
0.48 -1.11 -0.87
0.00 0.01 1.02
-0.22 -0.02 0.40
0.13 -0.20 0.28
0.37 0.57 -0.25
1.31 -1.10 1.63
-1.39 0.84 0.45
2.57 -1.08 -0.21
-1.40 0.78 1.17
1.17 -0.05 -3.80
-0.06 -0.15 1.77
0.16 0.21 0.08
-0.11 -0.94 1.52


Among the records above, which one has the highest charge?
C42H57Cl2F6InN5O4S2Se2Si2Te